1.
This record from the OMol25 dataset describes a molecular structure, C39H50Br2CrN4O2SSi4Te2 at a distorted geometry. The level of theory is wB97M-V/def2-TZVPD.

```
105
Properties=species:S:1:pos:R:3:mulliken_spin:R:1
Cr 0.607 0.347 -0.573 2.52
N -1.033 4.227 -2.189 0.07
C -0.579 3.148 -1.506 0.11
S -0.500 1.602 -2.233 -0.05
N -0.151 3.337 -0.256 0.21
N 0.104 2.195 0.317 0.34
C 1.253 2.219 1.210 -0.13
C 0.624 0.518 3.071 -0.02
C 0.917 0.125 4.380 0.00
C 0.676 -1.149 4.862 0.00
C 0.110 -2.088 4.007 0.00
C -0.206 -1.726 2.714 0.02
C 0.020 -0.433 2.218 0.00
O -0.372 -0.213 0.961 0.03
H -1.613 4.026 -2.986 0.00
H -1.336 5.003 -1.620 0.00
H 1.764 3.179 1.126 0.05
H 1.375 0.851 5.042 0.00
H 0.936 -1.405 5.881 0.00
H -0.076 -3.101 4.346 0.00
H -0.638 -2.436 2.019 0.00
C -0.269 2.851 3.108 0.01
C 0.931 1.986 2.708 0.08
C 2.197 2.486 3.379 -0.01
C 3.402 1.947 3.196 0.00
C 3.657 0.726 2.416 0.00
C 4.700 -0.162 2.760 0.00
Br 5.915 0.283 4.168 0.00
C 4.874 -1.382 2.157 0.01
C 3.949 -1.778 1.185 0.00
Br 4.099 -3.488 0.397 0.00
C 2.900 -0.957 0.801 -0.01
O 1.979 -1.283 -0.073 -0.05
C 2.848 0.343 1.342 0.05
N 1.975 1.132 0.617 -0.09
H -0.450 2.762 4.180 0.00
H -1.163 2.520 2.579 0.00
H -0.093 3.904 2.866 0.00
H 2.115 3.393 3.973 0.00
H 4.245 2.383 3.717 0.00
H 5.682 -2.036 2.446 0.00
Te 2.494 -0.050 -2.316 -0.04
C 3.790 1.634 -1.844 -0.01
C 4.858 1.433 -0.976 0.00
C 5.560 2.518 -0.461 0.00
C 5.196 3.810 -0.811 0.00
C 4.132 4.017 -1.683 0.00
C 3.425 2.934 -2.191 0.01
C 2.398 0.656 -4.345 -0.02
C 3.652 0.737 -4.959 0.01
C 3.796 1.297 -6.221 0.00
C 2.685 1.794 -6.891 0.00
C 1.434 1.689 -6.303 0.00
C 1.289 1.114 -5.042 0.01
H 5.136 0.428 -0.675 0.00
H 6.378 2.348 0.229 0.00
H 5.736 4.656 -0.401 0.00
H 3.840 5.024 -1.955 0.00
H 2.585 3.104 -2.855 0.01
H 4.531 0.368 -4.443 0.00
H 4.778 1.351 -6.677 0.00
H 2.794 2.250 -7.868 0.00
H 0.558 2.062 -6.820 0.00
H 0.303 1.015 -4.617 -0.01
C -4.795 -3.134 -2.347 0.00
Si -3.659 -2.799 -3.793 0.00
C -4.272 -3.841 -5.216 0.00
C -3.837 -0.988 -4.249 0.00
Si -1.450 -3.255 -3.213 -0.01
Te -0.211 -1.462 -2.123 -0.05
Si -0.334 -3.627 -5.214 -0.01
C -0.829 -5.196 -6.094 0.00
C 1.501 -3.676 -4.891 0.00
C -0.660 -2.168 -6.334 0.00
Si -1.417 -5.241 -2.025 0.00
C -2.080 -5.018 -0.301 0.00
C -2.435 -6.535 -2.923 0.00
C 0.340 -5.850 -1.885 0.00
H -5.777 -2.682 -2.518 0.00
H -4.386 -2.720 -1.420 0.00
H -4.931 -4.210 -2.193 0.00
H -5.345 -3.663 -5.339 0.00
H -4.123 -4.910 -5.030 0.00
H -3.769 -3.593 -6.156 0.00
H -4.754 -0.564 -3.828 0.00
H -3.853 -0.849 -5.335 0.00
H -2.994 -0.411 -3.856 0.00
H -0.370 -6.073 -5.630 0.00
H -0.487 -5.132 -7.132 0.00
H -1.912 -5.353 -6.105 0.00
H 1.757 -4.399 -4.112 0.00
H 1.836 -2.698 -4.536 0.00
H 2.063 -3.922 -5.799 0.00
H -1.705 -2.124 -6.659 0.00
H -0.017 -2.194 -7.219 0.00
H -0.444 -1.244 -5.789 0.00
H -3.140 -4.751 -0.306 0.00
H -1.541 -4.206 0.198 0.00
H -1.947 -5.930 0.288 0.00
H -3.487 -6.493 -2.621 0.00
H -2.051 -7.536 -2.702 0.00
H -2.400 -6.399 -4.008 0.00
H 1.011 -5.020 -1.636 0.00
H 0.690 -6.286 -2.826 0.00
H 0.431 -6.603 -1.096 0.00
```

Calculated values
**Lowest unoccupied orbital energy (alpha / beta)**: 1.27 / 1.17 eV
**Frontier orbital gap (alpha / beta)**: 5.454 / 5.427 eV
**HOMO (alpha / beta)**: -4.18 / -4.26 eV
**Energy above the lowest of the compared OMol25 structures with the same formula, charge and spin**: 135.6 kcal/mol
**Net charge**: -1
**Spin multiplicity**: 4

---

2.
This record from the OMol25 dataset describes a single C4H6N2O molecule. The level of theory is wB97M-V/def2-TZVPD.

```
13
Properties=species:S:1:pos:R:3:lowdin_charge:R:1
C 1.239 -0.443 -1.064 -0.04
C 0.067 -0.479 -0.084 -0.27
N -1.213 0.178 -0.378 0.05
C -1.546 0.892 0.740 -0.18
N -0.644 1.042 1.652 0.13
C 0.461 0.303 1.190 -0.45
O 1.572 0.305 1.657 0.09
H 1.128 -1.128 -1.908 0.07
H 2.118 -0.756 -0.486 0.08
H 1.450 0.564 -1.433 0.09
H -0.141 -1.526 0.178 0.16
H -1.950 -0.276 -0.899 0.14
H -2.542 1.325 0.835 0.13
```

Calculated values
**Lowest unoccupied orbital energy**: 0.52 eV
**Frontier orbital gap**: 10.260 eV
**HOMO**: -9.74 eV
**Structure (SMILES)**: C[C@@H]1NC=NC1=O
**Energy above the lowest of the compared OMol25 structures with the same formula, charge and spin**: 12.5 kcal/mol
**Net charge**: 0

---

3.
This record from the OMol25 dataset describes a molecular structure, CH14F3NaO10S at a distorted geometry. The level of theory is wB97M-V/def2-TZVPD.

```
30
Properties=species:S:1:pos:R:3:mulliken_spin:R:1
Na 0.809 -0.651 -0.635 0.00
C -3.757 1.415 1.474 0.22
F -4.410 2.331 2.221 0.05
F -3.452 0.387 2.285 0.06
F -4.595 0.976 0.555 0.05
S -2.142 2.183 0.618 -0.07
O -1.271 2.867 1.615 0.30
O -1.480 1.078 -0.048 0.07
O -2.677 3.183 -0.286 0.31
O 0.641 1.860 -1.566 0.01
H -0.307 1.763 -1.473 0.00
H 0.807 2.784 -1.378 0.00
O -1.299 -1.394 -1.498 0.00
H -2.160 -1.046 -1.729 0.00
H -1.330 -2.311 -1.769 0.00
O 1.687 -2.958 -0.608 0.00
H 2.532 -3.269 -0.931 0.00
H 1.054 -3.596 -0.939 0.00
O -0.082 -0.808 1.693 0.00
H -0.829 -0.222 1.570 0.00
H 0.337 -0.496 2.495 0.00
O 2.836 -2.065 2.300 0.00
H 2.080 -2.513 2.680 0.00
H 2.601 -1.934 1.381 0.00
O 2.995 0.421 0.209 0.00
H 3.694 0.830 -0.302 0.00
H 2.949 0.941 1.011 0.00
O 1.550 -0.272 -2.823 0.00
H 1.331 0.574 -2.434 0.00
H 1.888 -0.057 -3.692 0.00
```

Calculated values
**Lowest unoccupied orbital energy (alpha / beta)**: -3.03 / -10.02 eV
**Frontier orbital gap (alpha / beta)**: 10.787 / 3.801 eV
**HOMO (alpha / beta)**: -13.82 / -13.82 eV
**Energy above the lowest of the compared OMol25 structures with the same formula, charge and spin**: 0.0 kcal/mol
**Net charge**: +1
**Spin multiplicity**: 2

---

4.
This record from the OMol25 dataset describes 12 unconnected molecules or ions with the total composition C30H55BCl22F5IO7S2 at a distorted geometry. The level of theory is wB97M-V/def2-TZVPD.

```
123
Properties=species:S:1:pos:R:3:lowdin_charge:R:1
O 1.310 3.480 0.918 -0.46
S 2.027 2.106 1.217 1.01
O 1.060 0.813 0.678 -0.35
C 0.634 0.960 -0.717 -0.29
C -0.695 -0.041 -0.891 -0.10
B -0.426 -1.581 -0.388 -0.47
O -0.648 -2.681 -1.392 -0.04
O -0.003 -2.017 0.957 -0.02
C 1.754 0.581 -1.849 -0.10
C 1.941 1.838 -2.935 -0.13
F 2.107 3.158 -2.287 0.01
F 0.608 1.905 -3.647 -0.01
C 3.048 1.535 -4.104 -0.12
F 2.573 2.288 -5.325 0.01
F 4.410 2.088 -3.820 0.03
F 3.087 0.094 -4.544 0.03
C 3.155 -0.039 -1.295 -0.13
C 3.897 0.770 -0.091 -0.78
I 4.115 -0.467 1.757 0.97
C 5.479 0.992 -0.593 -0.25
S 6.420 -0.662 -0.720 0.72
O 7.288 -0.543 -2.020 -0.45
O 7.343 -0.933 0.498 -0.45
O 3.387 2.117 0.193 -0.40
H 0.215 2.047 -0.970 0.10
H -0.916 -0.086 -2.043 0.11
H -1.662 0.448 -0.394 0.02
H -0.655 -3.550 -0.858 -0.04
H 0.917 -2.436 0.818 0.08
H 1.257 -0.281 -2.512 0.18
H 2.901 -1.125 -0.867 0.12
H 3.951 -0.247 -2.160 0.13
H 5.562 1.598 -1.590 0.12
H 6.054 1.605 0.254 0.14
H 5.467 -1.703 -0.948 0.09
Cl 3.202 8.338 -0.281 0.54
C 3.180 7.319 -1.742 -0.67
C 3.125 5.837 -1.407 -0.66
Cl 4.640 5.258 -0.670 0.57
H 4.062 7.565 -2.341 0.04
H 2.291 7.604 -2.313 0.07
H 2.977 5.255 -2.322 0.06
H 2.304 5.608 -0.722 0.06
Cl -3.567 0.397 -1.398 0.65
C -5.206 0.828 -0.852 -0.63
C -5.184 1.763 0.347 -0.72
Cl -4.588 0.955 1.819 0.55
H -5.745 -0.098 -0.631 0.07
H -5.702 1.317 -1.695 0.05
H -6.199 2.110 0.567 -0.01
H -4.557 2.641 0.163 -0.03
Cl 1.019 6.189 4.069 0.59
C 0.831 7.205 2.618 -0.66
C -0.417 8.070 2.681 -0.66
Cl -1.910 7.106 2.560 0.53
H 0.823 6.548 1.743 0.06
H 1.721 7.839 2.559 0.06
H -0.426 8.772 1.842 0.07
H -0.461 8.649 3.609 0.07
Cl 0.793 -4.895 3.505 0.55
C -0.671 -5.299 2.574 -0.64
C -0.340 -5.948 1.239 -0.59
Cl 0.420 -4.803 0.105 0.70
H -1.254 -4.383 2.444 0.07
H -1.255 -5.991 3.188 0.08
H -1.259 -6.302 0.761 0.08
H 0.331 -6.803 1.361 0.03
Cl 0.107 -7.228 -2.307 0.55
C 0.922 -8.805 -2.454 -0.67
C 0.824 -9.622 -1.175 -0.72
Cl 1.786 -8.918 0.148 0.56
H 1.963 -8.624 -2.738 0.07
H 0.433 -9.339 -3.275 0.05
H 1.216 -10.630 -1.348 0.07
H -0.211 -9.714 -0.833 0.00
Cl -1.846 3.346 -0.251 0.65
C -2.034 4.361 -1.702 -0.61
C -3.283 5.226 -1.639 -0.62
Cl -4.776 4.262 -1.760 0.63
H -2.043 3.704 -2.577 0.08
H -1.145 4.996 -1.762 0.08
H -3.291 5.929 -2.478 0.08
H -3.326 5.805 -0.711 0.07
Cl 4.185 13.398 -3.308 0.54
C 4.572 12.149 -2.098 -0.67
C 5.407 11.022 -2.685 -0.65
Cl 4.481 10.032 -3.841 0.55
H 3.632 11.779 -1.679 0.06
H 5.129 12.646 -1.298 0.07
H 5.736 10.349 -1.886 0.07
H 6.295 11.402 -3.197 0.07
Cl -1.201 -12.974 0.417 0.54
C -2.263 -13.310 -0.972 -0.65
C -1.705 -12.749 -2.271 -0.63
Cl -1.737 -10.969 -2.302 0.63
H -3.254 -12.902 -0.749 0.07
H -2.353 -14.398 -1.046 0.08
H -2.313 -13.091 -3.114 0.08
H -0.674 -13.074 -2.440 0.07
Cl 3.667 3.543 9.057 0.53
C 3.632 4.892 7.895 -0.67
C 2.693 4.621 6.730 -0.69
Cl 3.301 3.330 5.663 0.53
H 4.656 5.073 7.554 0.07
H 3.295 5.775 8.446 0.07
H 2.596 5.520 6.114 0.01
H 1.694 4.335 7.074 0.07
Cl -8.303 3.425 0.835 0.59
C -8.338 4.774 -0.327 -0.65
C -9.277 4.502 -1.492 -0.66
Cl -8.669 3.212 -2.559 0.53
H -7.314 4.955 -0.668 0.02
H -8.675 5.657 0.224 0.07
H -9.374 5.402 -2.108 0.07
H -10.276 4.217 -1.148 0.07
Cl -5.055 -12.946 2.483 0.53
C -4.668 -14.194 3.692 -0.66
C -3.834 -15.322 3.106 -0.67
Cl -4.759 -16.312 1.950 0.53
H -5.609 -14.565 4.112 0.07
H -4.111 -13.697 4.492 0.07
H -3.504 -15.995 3.904 0.07
H -2.945 -14.942 2.593 0.05
```

Calculated values
**Lowest unoccupied orbital energy**: -0.51 eV
**Frontier orbital gap**: 9.280 eV
**HOMO**: -9.79 eV
**Energy above the lowest of the compared OMol25 structures with the same formula, charge and spin**: 176.9 kcal/mol
**Net charge**: 0

---

5.
This record from the OMol25 dataset describes 2 unconnected molecules or ions with the total composition BH3OS at a distorted geometry. The level of theory is wB97M-V/def2-TZVPD.

```
6
Properties=species:S:1:pos:R:3:lowdin_charge:R:1
B 0.987 1.241 -0.338 -0.64
S 1.522 0.595 0.989 0.71
H 0.418 1.598 -1.287 -0.03
O 1.008 -1.016 -1.463 -0.11
H 0.170 -1.365 -1.338 0.00
H 0.961 -0.225 -2.092 0.05
```

Calculated values
**Lowest unoccupied orbital energy**: 0.43 eV
**Frontier orbital gap**: 10.286 eV
**HOMO**: -9.85 eV
**Structure (SMILES)**: B=S.O
**Energy above the lowest of the compared OMol25 structures with the same formula, charge and spin**: 46.8 kcal/mol
**Net charge**: 0

---

6.
This record from the OMol25 dataset describes a molecular structure, C22H56F2Fe2NO14S2 at a distorted geometry. The level of theory is wB97M-V/def2-TZVPD.

```
99
Properties=species:S:1:pos:R:3:mulliken_spin:R:1
Fe 6.515 3.029 -27.300 3.66
Fe 10.735 3.164 -25.924 3.82
N 5.627 4.639 -26.662 0.04
S 5.127 5.151 -25.058 0.01
O 3.705 5.360 -24.842 0.01
O 6.142 5.859 -24.254 0.00
F 5.398 3.693 -24.411 0.00
S 5.071 5.905 -27.362 0.01
O 5.668 7.163 -26.971 0.01
O 3.716 5.938 -27.925 0.01
F 5.825 5.545 -28.740 0.00
C 8.949 3.400 -27.782 0.01
O 8.074 3.586 -28.596 0.06
O 10.117 3.729 -27.814 0.07
O 8.602 2.900 -26.728 0.13
C 9.426 6.559 -23.848 0.00
C 9.294 5.829 -25.161 0.01
C 9.054 6.762 -26.354 0.00
O 10.598 5.281 -25.334 0.04
H 10.102 7.413 -23.889 0.00
H 9.678 5.967 -22.968 0.00
H 8.459 7.037 -23.688 0.00
H 8.543 5.046 -25.047 0.00
H 8.082 7.255 -26.327 0.00
H 8.999 6.145 -27.251 0.00
H 9.882 7.440 -26.561 0.00
H 11.280 5.950 -25.427 0.00
C 9.927 -0.379 -27.450 0.00
C 10.566 0.126 -26.197 0.01
C 11.446 -0.969 -25.553 0.00
O 11.361 1.189 -26.595 0.04
H 10.579 -0.562 -28.305 0.00
H 9.229 0.356 -27.851 0.00
H 9.379 -1.291 -27.212 0.00
H 9.801 0.417 -25.478 0.00
H 10.943 -1.900 -25.291 0.00
H 11.899 -0.668 -24.609 0.00
H 12.334 -1.227 -26.131 0.00
H 11.564 1.113 -27.530 -0.01
C 12.365 2.653 -31.284 0.00
C 11.742 1.377 -30.751 0.00
C 12.530 0.124 -31.025 0.00
O 11.505 1.575 -29.377 -0.01
H 12.603 2.531 -32.341 0.00
H 13.293 2.927 -30.782 0.00
H 11.678 3.487 -31.137 0.00
H 10.732 1.292 -31.152 0.00
H 12.889 0.011 -32.048 0.00
H 11.985 -0.805 -30.858 0.00
H 13.440 0.164 -30.426 0.00
H 10.935 2.347 -29.353 -0.01
C 12.059 7.354 -30.928 0.00
C 11.926 6.198 -29.928 0.00
C 12.327 6.572 -28.541 0.00
O 10.542 5.899 -29.950 0.00
H 11.752 7.063 -31.932 0.00
H 13.084 7.726 -30.928 0.00
H 11.427 8.187 -30.622 0.00
H 12.435 5.334 -30.356 0.00
H 12.230 5.761 -27.819 0.00
H 11.731 7.356 -28.075 0.00
H 13.342 6.966 -28.591 0.00
H 10.323 5.500 -29.104 0.00
C 3.766 3.185 -30.350 0.00
C 4.048 2.344 -29.097 0.03
C 3.435 0.965 -29.111 0.00
O 5.406 2.261 -28.917 0.00
H 4.278 4.147 -30.347 0.00
H 2.710 3.431 -30.233 0.00
H 3.952 2.606 -31.255 0.00
H 3.636 2.849 -28.224 -0.01
H 3.887 0.330 -29.872 0.00
H 2.370 0.956 -29.340 0.00
H 3.529 0.534 -28.114 0.00
H 5.725 1.733 -29.653 0.01
C 9.067 2.591 -33.485 0.00
C 8.821 3.390 -32.194 0.00
C 7.617 4.366 -32.339 0.00
O 8.492 2.539 -31.127 0.00
H 8.125 2.076 -33.671 0.00
H 9.899 1.891 -33.412 0.00
H 9.247 3.280 -34.311 0.00
H 9.674 4.019 -31.941 0.00
H 6.659 3.846 -32.319 0.00
H 7.835 5.002 -33.196 0.00
H 7.581 5.035 -31.479 0.00
H 8.459 3.105 -30.352 0.01
C 6.004 -0.229 -24.524 0.00
C 6.425 0.212 -25.926 0.01
C 6.121 -0.754 -27.022 0.00
O 5.724 1.347 -26.278 0.05
H 6.305 -1.262 -24.347 0.00
H 4.921 -0.191 -24.402 0.00
H 6.418 0.514 -23.843 0.00
H 7.506 0.349 -25.902 -0.01
H 6.185 -0.349 -28.032 0.00
H 5.094 -1.117 -26.982 0.00
H 6.682 -1.684 -26.932 0.00
H 4.827 1.210 -25.967 0.00
```

Calculated values
**Lowest unoccupied orbital energy (alpha / beta)**: -4.05 / -4.60 eV
**Frontier orbital gap (alpha / beta)**: 7.661 / 7.105 eV
**HOMO (alpha / beta)**: -11.71 / -11.71 eV
**Net charge**: +1
**Spin multiplicity**: 9